1.
Molecular formula: C18H34N3O10Ti
Method: DFT, the ωB97M-V functional and the def2-TZVPD basis

```
66
Properties=species:S:1:pos:R:3:lowdin_charge:R:1
Ti 0.85 -0.24 1.11 0.5814
C 0.09 -3.12 -2.06 -0.1094
C -0.48 -1.81 -1.96 -0.6691
C -2.05 -1.71 -2.14 -0.0408
O -0.10 -1.16 -0.83 -0.3417
H 0.00 -3.61 -3.03 0.0857
H -0.29 -3.82 -1.31 0.0652
H 1.17 -3.12 -1.98 0.0567
H -0.02 -1.36 -2.84 0.1102
H -2.31 -2.14 -3.10 0.0636
H -2.42 -0.69 -2.10 0.0534
H -2.55 -2.29 -1.36 0.0524
C -1.51 -3.27 1.49 0.0059
O -1.63 -2.82 2.88 0.0041
C -0.79 -1.99 3.51 -0.4623
O 0.17 -1.37 2.96 -0.0296
O -1.24 -1.86 4.79 0.0153
C -0.76 -0.80 5.52 -0.0695
H -2.01 -2.59 0.81 0.0786
H -1.98 -4.25 1.44 0.0965
H -0.47 -3.38 1.18 0.0709
H -1.43 0.04 5.35 0.0816
H 0.23 -0.45 5.24 0.1042
H -0.85 -1.03 6.59 0.1039
C -0.03 2.24 -1.68 -0.0599
O 0.77 2.81 -2.71 -0.0355
C 0.22 2.99 -3.98 -0.6080
O -0.93 2.78 -4.28 0.1263
O 1.16 3.49 -4.71 0.0114
C 0.78 4.00 -6.03 0.0031
H -0.69 1.44 -2.01 0.0900
H -0.61 3.07 -1.28 0.0954
H 0.63 1.84 -0.91 0.0276
H -0.07 4.67 -5.91 0.0974
H 0.57 3.15 -6.69 0.0965
H 1.61 4.55 -6.47 0.0900
C -1.16 2.52 4.19 -0.0281
O -2.30 1.94 3.53 -0.0036
C -2.14 1.41 2.31 -0.5005
O -0.97 1.18 1.82 -0.0283
O -3.30 1.31 1.72 0.0387
C -3.29 0.99 0.36 -0.0286
H -0.29 1.87 4.14 0.0772
H -1.49 2.53 5.23 0.0972
H -0.90 3.51 3.81 0.0997
H -4.24 0.60 -0.02 0.1037
H -2.51 0.26 0.16 0.0809
H -3.14 1.93 -0.15 0.1057
C 2.22 -4.62 0.15 -0.0514
C 2.62 -3.27 0.50 -0.2613
N 2.96 -2.23 0.78 0.1755
H 2.81 -4.87 -0.74 0.0920
H 1.15 -4.65 -0.04 0.0533
H 2.43 -5.29 0.98 0.0882
C 1.34 3.33 1.33 -0.0741
C 1.92 2.21 2.11 -0.3432
N 2.40 1.36 2.72 0.1235
H 1.87 4.18 1.77 0.0824
H 0.26 3.40 1.39 0.0679
H 1.57 3.28 0.27 0.0563
C 3.30 -0.46 -2.40 -0.0303
C 2.99 0.35 -1.24 -0.2295
N 2.72 0.97 -0.30 0.1441
H 2.96 -1.49 -2.28 0.0714
H 4.39 -0.50 -2.43 0.0890
H 2.83 0.05 -3.24 0.0907
```

Output
HOMO-LUMO gap (spin up / spin down): 4.28 / 7.74 eV
E: -2472.24633 Ha
<S²>: 3.753
multiplicity: 4

2.
Molecular formula: C18H34N3OPReSeSi
Method: DFT, the ωB97M-V functional and the def2-TZVPD basis

```
60
Properties=species:S:1:pos:R:3:lowdin_charge:R:1
Re 0.37 -0.36 -0.36 0.5639
Si 2.66 -0.01 -1.09 0.3136
P -0.11 0.24 -2.57 0.6067
N -0.03 -2.04 -0.76 -0.2563
H 1.71 -0.86 0.36 -0.1871
C -1.87 0.47 -3.02 -0.2653
H -2.00 0.59 -4.11 0.0511
H -2.28 1.35 -2.51 0.0126
H -2.45 -0.40 -2.69 0.0499
C 0.63 1.66 -3.46 -0.2692
H 0.44 1.57 -4.54 0.0471
H 1.71 1.70 -3.30 0.0116
H 0.20 2.60 -3.10 0.0216
C 0.27 -1.10 -3.78 -0.2676
H 0.09 -0.74 -4.80 0.0413
H -0.36 -1.97 -3.59 0.0424
H 1.32 -1.41 -3.69 0.0242
C 3.43 1.60 -0.50 -0.3197
H 3.01 1.89 0.48 -0.0190
H 3.24 2.39 -1.24 0.0060
H 4.51 1.43 -0.40 0.0134
H 3.67 -1.01 -0.62 -0.0710
H 2.92 -0.11 -2.54 -0.0801
C -0.09 -3.37 -0.91 -0.4000
C -1.34 -5.44 -0.75 -0.1078
C -1.29 -4.06 -0.60 -0.0573
C 1.07 -4.09 -1.33 -0.0462
C 1.00 -5.46 -1.48 -0.1171
C -0.19 -6.13 -1.20 -0.1205
H -2.26 -5.97 -0.53 0.0910
H -2.12 -3.44 -0.25 0.1021
H 1.97 -3.49 -1.51 0.1044
H 1.89 -6.00 -1.82 0.1001
H -0.24 -7.22 -1.30 0.0880
C -1.88 2.64 0.10 -0.4907
O -1.84 1.41 -0.15 -0.1013
C -2.40 3.17 1.40 -0.0331
H -1.63 3.77 1.88 0.0860
H -2.70 2.36 2.07 0.0659
H -3.26 3.82 1.21 0.0933
C -1.38 3.69 -0.85 -0.0355
H -1.89 3.66 -1.82 0.0872
H -0.30 3.52 -1.04 0.0809
H -1.51 4.68 -0.39 0.0783
C -2.14 -0.38 3.55 -0.0653
N -1.05 0.52 3.88 -0.1371
C -1.04 1.54 4.82 -0.0422
C 0.19 2.11 4.78 -0.0384
N 0.93 1.43 3.82 -0.1086
C 2.32 1.68 3.48 -0.0163
C 0.14 0.47 3.25 -0.6046
Se 0.48 -0.95 2.07 0.7226
H -2.58 -0.12 2.58 0.0892
H -2.90 -0.29 4.33 0.0935
H -1.77 -1.41 3.51 0.0580
H -1.89 1.73 5.45 0.1233
H 0.63 2.88 5.38 0.1212
H 2.40 2.45 2.71 0.0882
H 2.83 2.04 4.38 0.0947
H 2.78 0.75 3.13 0.0842
```

Output
HOMO-LUMO gap (spin up / spin down): 5.13 / 7.30 eV
energy relative to the best compared isomer or geometry (same formula, charge and spin): 36.6 kcal/mol
E: -4056.18519 Ha
<S²>: 3.790
multiplicity: 4

3.
Molecular formula: C18H35As2AuNS2
Method: DFT, the ωB97M-V functional and the def2-TZVPD basis

```
59
Properties=species:S:1:pos:R:3:lowdin_charge:R:1
Au 0.75 0.18 -0.85 0.6048
S 3.17 0.08 0.43 0.8220
S -1.24 1.91 1.04 1.0680
C 3.00 -0.27 2.21 -0.3373
C 3.92 1.75 0.50 -0.4022
C 3.17 2.75 1.37 -0.2453
N 1.84 2.98 0.81 -0.0916
C 0.90 3.63 1.70 -0.2495
C -0.52 3.57 1.14 -0.3782
H 3.96 2.09 -0.54 0.0764
H 4.94 1.61 0.88 0.1083
H 3.74 3.69 1.38 0.1531
H 3.08 2.37 2.39 0.1151
H 1.17 4.69 1.83 0.1548
H 0.93 3.13 2.68 0.1183
H -0.56 3.97 0.12 0.0945
H -1.18 4.17 1.78 0.1198
C -1.19 1.53 2.81 -0.2876
H 1.94 3.53 -0.04 0.1145
H -0.22 1.14 3.11 0.0545
H -1.96 0.76 2.97 0.0553
H -1.45 2.42 3.40 0.0914
H 2.72 -1.33 2.29 0.0281
H 2.23 0.34 2.70 0.0300
H 3.97 -0.12 2.69 0.0771
C 1.41 1.81 -1.85 -0.2934
C 0.59 1.08 -2.82 -0.2611
H 2.49 1.87 -2.04 0.0748
H 0.97 2.76 -1.56 0.0554
H 1.10 0.47 -3.57 0.0781
H -0.27 1.67 -3.18 0.0699
C -2.52 0.71 -2.69 -0.1974
As -1.07 -0.57 -2.33 1.1202
C -0.42 -1.76 -3.75 -0.1801
C -2.13 -1.94 -1.39 -0.4260
C -3.22 -2.44 -2.10 -0.0887
C -3.96 -3.50 -1.54 -0.0174
C -3.59 -4.03 -0.31 -0.0193
C -2.50 -3.51 0.41 -0.0680
C -1.75 -2.47 -0.15 -0.3954
As -0.11 -1.70 0.67 1.0884
C 1.06 -3.26 0.53 -0.2375
C -0.67 -1.83 2.56 -0.2427
H -2.10 1.72 -2.78 0.0293
H -3.17 0.66 -1.81 0.0496
H -3.05 0.42 -3.60 0.0672
H -0.29 -2.73 -3.27 0.0556
H -1.18 -1.82 -4.55 0.0661
H 0.53 -1.39 -4.14 0.0338
H -3.49 -2.01 -3.07 0.1160
H -4.81 -3.89 -2.10 0.1345
H -4.16 -4.86 0.11 0.1321
H -2.24 -3.93 1.39 0.1170
H 1.09 -3.53 -0.53 0.0477
H 2.06 -2.97 0.89 0.0247
H 0.62 -4.06 1.13 0.0595
H -0.50 -2.86 2.89 0.0580
H -1.74 -1.57 2.62 0.0426
H -0.06 -1.12 3.13 0.0120
```

Output
HOMO-LUMO gap (spin up / spin down): 6.64 / 4.44 eV
total charge: +3
E: -6164.05846 Ha
<S²>: 2.015
multiplicity: 3